No. 1
{
  "formula": "C7H8N",
  "method": "ωB97M-V with the def2-TZVPD basis set",
  "de_lowest_ev": 3.5877,
  "e_lumo_ev": -4.49,
  "orbital_gap_ev": 9.94,
  "e_tot_ev": -8864.8839,
  "spin_multiplicity": 1,
  "total_charge": 1,
  "molar_mass_g_mol": 106.15,
  "homo_energy_ev": -14.435,
  "species": ["C", "C", "C", "C", "C", "C", "C", "N", "H", "H", "H", "H", "H", "H", "H", "H"],
  "positions_angstrom": [[-0.1643, 0.2194, -0.8075], [1.0980, -0.2180, 1.5432], [-0.7971, -1.0602, 2.4493], [-0.6951, -0.1949, 0.3658], [-0.3951, 0.1926, 1.7468], [0.0875, -1.2094, 1.2483], [0.4402, 1.2146, -3.0826], [0.0668, 0.7349, -1.8170], [1.4385, 0.2701, 0.6475], [1.8190, -0.5106, 2.2642], [-0.3812, -1.3733, 3.4458], [-1.8514, -1.3590, 2.3228], [-2.0711, -0.6542, -0.0963], [1.4443, 0.9002, -3.2328], [-0.1593, 0.6961, -3.8727], [0.1205, 2.3516, -3.1248]],
  "atomic_forces_ev_per_a": [[0.8, 2.8, -3.5], [0.3, 0.7, -0.6], [-1.4, -1.3, 1.0], [-6.2, -4.3, 0.2], [1.8, 0.6, 1.1], [-1.2, -0.5, -1.4], [-2.2, 1.8, -1.4], [-0.4, -1.6, 2.1], [1.1, 0.1, 0.2], [0.3, 0.6, 1.0], [-0.2, 0.8, -1.2], [0.6, 0.1, 0.1], [4.1, 1.5, 1.8], [1.1, 0.6, -0.3], [0.3, 0.3, 0.8], [1.3, -2.2, 0.0]]
}

No. 2
{
  "formula": "C7H8N",
  "method": "ωB97M-V with the def2-TZVPD basis set",
  "de_lowest_ev": 3.6905,
  "e_lumo_ev": -6.42,
  "orbital_gap_ev": 7.32,
  "e_tot_ev": -8864.7811,
  "spin_multiplicity": 1,
  "total_charge": 1,
  "molar_mass_g_mol": 106.15,
  "homo_energy_ev": -13.741,
  "species": ["C", "C", "C", "C", "C", "C", "C", "N", "H", "H", "H", "H", "H", "H", "H", "H"],
  "positions_angstrom": [[0.1796, -0.9424, -0.2749], [-0.9297, -0.2624, 0.0658], [2.6731, -0.5796, 0.0393], [0.8375, 1.2969, 0.0815], [1.4131, -0.2604, -0.0770], [-0.2120, 2.1123, -0.6075], [-2.3932, -0.4793, -0.1411], [-0.5569, 1.1328, 0.4809], [0.2498, -2.0183, -0.6122], [3.5830, 0.1241, 0.0523], [2.9609, -1.6318, 0.0201], [1.5104, 1.6105, 0.8044], [-2.7981, -1.4981, 0.1589], [-2.3311, -0.4869, -1.3434], [-3.0579, 0.3545, 0.1251], [-1.1284, 1.5281, 1.2278]],
  "atomic_forces_ev_per_a": [[-1.1, -2.2, 0.4], [0.1, -0.3, -0.2], [2.5, 0.3, -0.3], [0.1, -1.5, -0.4], [-1.4, 3.5, -0.6], [1.5, -1.4, 0.5], [0.2, -1.3, -3.2], [-0.7, -0.7, -0.6], [-0.6, 1.3, 0.5], [-1.9, -0.9, 0.3], [-0.2, 0.2, -0.1], [1.1, 2.0, 1.0], [0.6, 1.5, -0.2], [-1.0, -0.1, 2.4], [0.4, -0.4, 0.2], [0.4, 0.0, 0.3]]
}

No. 3
{
  "formula": "C7H8N2",
  "method": "ωB97M-V with the def2-TZVPD basis set",
  "de_lowest_ev": 1.3692,
  "smiles": "[H]/N=C1/c2cc[nH]c2[C@@H]1C",
  "e_lumo_ev": 0.79,
  "orbital_gap_ev": 9.02,
  "e_tot_ev": -10366.8135,
  "spin_multiplicity": 1,
  "molar_mass_g_mol": 120.15,
  "homo_energy_ev": -8.230,
  "species": ["H", "N", "C", "C", "C", "C", "N", "C", "C", "C", "H", "H", "H", "H", "H", "H", "H"],
  "positions_angstrom": [[-0.2205, 0.3352, 3.3414], [-0.3555, -0.5176, 2.7999], [-0.3828, -0.3590, 1.5671], [-0.5905, -1.3810, 0.3655], [-0.8589, -2.5444, -0.3755], [-0.8366, -2.1269, -1.6857], [-0.5851, -0.7733, -1.7719], [-0.4470, -0.3301, -0.5084], [-0.2618, 0.7736, 0.5028], [1.0545, 1.5323, 0.4377], [-1.0488, -3.5393, -0.0270], [-0.9769, -2.7042, -2.5786], [-0.5351, -0.2600, -2.6369], [-1.1040, 1.4732, 0.5498], [1.2028, 2.1284, 1.3354], [1.0608, 2.1984, -0.4249], [1.8843, 0.8334, 0.3413]],
  "atomic_forces_ev_per_a": [[0.1, 0.1, -0.2], [0.0, 0.0, 0.8], [-0.5, -1.9, -2.3], [0.5, 2.5, 1.5], [0.0, -0.1, -0.3], [-0.1, -0.6, -0.1], [-0.1, 0.1, -0.3], [-0.1, -0.5, 1.0], [0.2, 0.6, -0.3], [-0.1, -0.1, 0.1], [0.0, -0.2, 0.0], [0.0, -0.1, -0.2], [0.0, 0.0, 0.2], [0.0, 0.0, 0.1], [0.1, 0.1, 0.1], [0.0, 0.1, 0.0], [0.1, 0.0, 0.0]]
}